{"formula": "C9H36F6O9P", "method": "ωB97M-V/def2-TZVPD", "homo_ev": -7.621, "charge": -1, "gap_ev": 9.88, "spin_multiplicity": 1, "energy_ev": -53944.32719, "symbols": ["P", "F", "F", "F", "F", "F", "F", "C", "O", "H", "H", "H", "H", "C", "O", "H", "H", "H", "H", "C", "O", "H", "H", "H", "H", "C", "C", "O", "H", "H", "H", "H", "H", "H", "C", "C", "O", "H", "H", "H", "H", "H", "H", "C", "C", "O", "H", "H", "H", "H", "H", "H", "O", "H", "H", "O", "H", "H", "O", "H", "H"], "coordinates": [[-0.95, -0.87, 0.51], [-1.56, -2.28, 0.18], [-2.13, -0.11, -0.35], [-2.07, -0.80, 1.74], [-0.43, 0.62, 1.02], [0.20, -1.54, 1.50], [-0.01, -0.98, -0.72], [-4.81, -2.68, -1.39], [-4.51, -3.04, -0.09], [-5.69, -2.04, -1.44], [-3.93, -2.30, -1.89], [-5.01, -3.59, -1.95], [-3.64, -2.64, 0.04], [0.78, -3.26, -3.17], [0.69, -4.54, -2.67], [1.19, -2.52, -2.48], [1.20, -3.20, -4.17], [-0.25, -2.92, -3.29], [-0.15, -4.87, -3.01], [-2.86, 3.76, 1.35], [-3.14, 2.39, 1.50], [-1.81, 4.03, 1.24], [-3.30, 4.14, 0.43], [-3.21, 4.39, 2.17], [-2.37, 1.83, 1.34], [3.48, -0.15, -1.83], [3.94, -1.56, -1.36], [5.31, -1.29, -1.00], [2.44, -0.26, -2.12], [4.04, 0.24, -2.68], [3.64, 0.57, -1.03], [3.75, -2.36, -2.08], [3.25, -1.67, -0.52], [5.35, -0.78, -0.19], [1.33, 3.36, 2.33], [2.38, 2.27, 1.89], [3.60, 2.79, 2.22], [1.41, 3.70, 3.36], [0.31, 3.09, 2.04], [1.55, 4.27, 1.77], [2.32, 1.97, 0.84], [2.20, 1.33, 2.41], [4.31, 2.22, 1.91], [0.62, 3.34, -1.15], [1.02, 1.93, -1.68], [-0.18, 1.39, -2.33], [1.50, 3.95, -0.94], [0.08, 3.19, -0.22], [-0.17, 3.81, -1.74], [1.30, 1.27, -0.85], [1.86, 2.01, -2.37], [-0.59, 0.93, -1.59], [1.07, -3.69, -0.06], [0.69, -3.78, -0.93], [0.68, -2.89, 0.29], [-1.26, -2.89, 3.76], [-0.51, -3.49, 3.80], [-1.05, -2.30, 3.04], [-4.07, 0.90, 3.92], [-3.66, 0.12, 3.54], [-4.17, 1.50, 3.18]]}